DFT (ωB97M-V with the def2-TZVPD basis set) results for 2 unconnected molecules or ions with the total composition C2H9N2O in a non-equilibrium geometry.

Positions of all 14 atoms, in Å:
C 1.23 -1.76 -1.26
O 0.88 -0.40 -1.28
H 1.68 -1.89 -0.25
H 1.84 -2.09 -2.12
H 0.33 -2.38 -1.25
N 0.55 0.83 0.98
C -0.86 0.42 0.96
N -1.88 1.44 0.62
H 0.66 1.81 0.71
H 0.97 0.40 0.02
H -1.17 0.03 1.93
H -0.82 -0.29 0.12
H -1.77 1.61 -0.37
H -1.64 2.26 1.18

HOMO-LUMO gap in eV: 7.447
HOMO in eV: -2.76
Total charge: -1

---

DFT (ωB97M-V with the def2-TZVPD basis set) results for 2 unconnected molecules or ions with the total composition C2H9N2O in a non-equilibrium geometry.

Positions of all 14 atoms, in Å:
C 0.65 1.38 0.13
C 0.10 2.46 0.66
N -1.18 2.25 1.38
N 0.03 0.06 0.04
H 1.75 1.34 -0.10
H 0.28 3.49 0.26
H -2.04 2.77 1.08
H -1.34 2.51 2.34
H -1.35 1.23 1.14
H 0.65 -0.51 0.56
H 0.17 -0.42 -0.80
H 0.98 -5.73 -2.93
H 0.97 -5.39 -1.47
O 0.33 -5.44 -2.29

HOMO-LUMO gap (spin up / spin down) in eV: 4.409 / 8.642
HOMO (spin up / spin down) in eV: -3.59 / -8.08
Multiplicity: 2
<S²>: 0.7547

---

DFT (ωB97M-V with the def2-TZVPD basis set) results for 2 unconnected molecules or ions with the total composition C2H9N2O in a non-equilibrium geometry.

Positions of all 14 atoms, in Å:
C 0.19 -0.75 1.05
C -0.83 -0.72 0.11
N -1.47 -1.83 -0.46
N 0.75 0.57 1.28
H 0.45 -1.58 1.68
H -1.20 0.22 -0.27
H -2.02 -1.73 -1.29
H -1.27 -2.77 -0.21
H 1.02 0.96 0.36
H 1.59 0.51 1.84
H 0.07 1.23 1.72
H 0.90 2.73 -1.71
H 1.16 1.39 -2.42
O 0.67 1.78 -1.68

HOMO-LUMO gap (spin up / spin down) in eV: 3.280 / 7.315
HOMO (spin up / spin down) in eV: -2.58 / -6.79
Multiplicity: 2
<S²>: 0.7556

---

DFT (ωB97M-V with the def2-TZVPD basis set) results for 2 unconnected molecules or ions with the total composition C2H9N2O in a non-equilibrium geometry.

Positions of all 14 atoms, in Å:
C 1.23 -0.27 -1.34
C -1.04 0.29 1.02
N -0.78 -0.95 1.32
N 0.87 0.76 -0.29
O -1.86 0.65 0.14
H 2.34 -0.61 -1.26
H 0.66 -1.23 -0.99
H 0.94 0.02 -2.28
H -0.78 1.20 1.71
H -1.33 -1.59 0.79
H -0.40 -1.05 2.24
H 1.47 1.01 0.47
H 0.76 1.57 -0.86
H -2.07 0.19 -0.67

HOMO-LUMO gap in eV: 10.583
HOMO in eV: -14.07
Total charge: +1

---

DFT (ωB97M-V with the def2-TZVPD basis set) results for a molecular structure, C2H9N2O in a non-equilibrium geometry.

Positions of all 14 atoms, in Å:
C -0.33 -0.54 -1.61
C -0.27 0.29 -0.30
N -0.54 -0.09 2.06
N 1.20 0.50 -0.04
O -0.83 -0.53 0.68
H -0.56 0.16 -2.51
H -1.25 -1.29 -1.34
H 0.56 -1.10 -1.85
H -0.95 1.51 -0.36
H -1.38 0.30 2.44
H -0.30 -0.84 2.67
H 1.36 0.89 0.97
H 1.59 -0.43 -0.24
H 1.71 1.19 -0.57

HOMO-LUMO gap in eV: 11.442
HOMO in eV: -14.99
Total charge: +1

---

DFT (ωB97M-V with the def2-TZVPD basis set) results for 2 unconnected molecules or ions with the total composition C2H9N2O in a non-equilibrium geometry.

Positions of all 14 atoms, in Å:
C 1.41 -1.59 0.58
N 0.28 -1.49 -0.40
H 1.65 -2.67 0.53
H 1.16 -1.44 1.62
H 2.23 -0.83 0.32
H -0.36 -2.32 -0.51
H -0.39 -0.66 -0.03
H 0.65 -1.35 -1.29
C -1.60 1.62 -0.28
N -0.65 2.44 0.14
O -1.49 0.43 -0.38
H -2.40 2.13 -0.77
H -0.87 3.43 0.11
H 0.36 2.31 0.35

HOMO-LUMO gap in eV: 11.606
HOMO in eV: -14.82
Total charge: +1

---

DFT (ωB97M-V with the def2-TZVPD basis set) results for 2 unconnected molecules or ions with the total composition C2H9N2O in a non-equilibrium geometry.

Positions of all 14 atoms, in Å:
C -0.60 -0.62 -0.70
C 0.64 0.03 -0.88
N 1.10 0.26 -2.08
N -1.17 -0.82 0.60
H -1.00 -1.18 -1.54
H 1.30 0.24 -0.04
H 0.48 0.12 -2.88
H 2.00 0.73 -2.20
H -0.87 -1.76 0.93
H -2.21 -0.80 0.56
H -1.05 -0.15 1.40
H 1.26 1.35 2.18
H -0.22 1.53 2.64
O 0.35 1.07 1.99

HOMO-LUMO gap (spin up / spin down) in eV: 11.413 / 7.932
HOMO (spin up / spin down) in eV: -20.28 / -20.30
Multiplicity: 2
Total charge: +2
<S²>: 0.7692

---

DFT (ωB97M-V with the def2-TZVPD basis set) results for 2 unconnected molecules or ions with the total composition C2H9N2O2 in a non-equilibrium geometry.

Positions of all 15 atoms, in Å:
N 0.30 -1.91 -1.13
C -0.04 -0.98 -0.02
C 0.07 0.43 -0.53
N -0.13 1.54 0.15
O 0.30 0.49 -1.83
H 0.27 -2.93 -0.93
H -0.30 -1.70 -2.08
H 1.33 -1.74 -1.31
H 0.59 -1.17 0.83
H -1.16 -1.04 0.09
H 0.03 1.73 1.07
H -0.23 2.48 -0.32
H 0.24 0.72 3.40
H -1.32 0.69 2.93
O -0.41 0.62 2.64

HOMO-LUMO gap (spin up / spin down) in eV: 10.492 / 6.097
HOMO (spin up / spin down) in eV: -19.75 / -19.73
Multiplicity: 2
Total charge: +2
<S²>: 0.7548

---

DFT (ωB97M-V with the def2-TZVPD basis set) results for 2 unconnected molecules or ions with the total composition C2H9N2S in a non-equilibrium geometry.

Positions of all 14 atoms, in Å:
C 0.92 -0.47 1.79
C -0.35 -0.37 0.96
S -0.06 -0.84 -0.79
N 2.08 0.31 1.25
H 1.25 -1.51 1.72
H 0.85 -0.08 2.81
H -0.81 0.65 1.00
H -1.11 -1.03 1.37
H 1.88 1.31 1.32
H 2.12 0.09 0.25
N -2.07 1.73 -2.04
H -1.90 1.99 -3.00
H -1.56 0.89 -1.80
H -3.06 1.57 -1.93

HOMO-LUMO gap in eV: 6.773
HOMO in eV: -2.59
Total charge: -1